15
Properties=species:S:1:pos:R:3 method="wB97M-V/def2-TZVPD" orbital_gap_ev=7.956 lumo_ev=0.970
C -2.5523 -0.3780 0.2380
C -1.2904 0.0826 0.3215
C -0.6662 1.4045 0.4030
C 0.5881 1.2645 -0.0741
N 0.8636 -0.0479 -0.4338
C 2.1668 -0.6497 -0.2318
N -0.2028 -0.7849 0.1333
H -2.7212 -1.3005 -0.3085
H -3.4185 0.1203 0.6446
H -1.1903 2.3374 0.5544
H 1.3405 2.0218 -0.2694
H 2.9265 0.0144 -0.6524
H 2.2069 -1.5917 -0.7890
H 2.3923 -0.8550 0.8236
H -0.4431 -1.6377 -0.3594

22
Properties=species:S:1:pos:R:3 method="wB97M-V/def2-TZVPD" orbital_gap_ev=9.383 lumo_ev=0.636
C -3.4362 -1.1817 0.2411
C -2.9747 -0.0218 -0.2285
O -3.4645 0.7268 -1.2024
B -1.2817 0.3842 -0.0705
O -1.1253 1.3140 0.8501
C 0.4926 0.0539 -0.8171
C 1.6767 0.4448 0.0867
C 3.0292 0.3238 -0.6856
C 1.6403 -0.5542 1.2599
H -4.5062 -1.4184 0.1505
H -2.9248 -1.7932 1.0445
H -4.4845 0.6947 -1.4337
H -0.3274 1.7817 1.1211
H 0.4280 0.3895 -1.8775
H 0.4934 -0.9942 -0.9980
H 1.6108 1.5108 0.3511
H 3.0120 -0.4356 -1.4553
H 3.7711 0.0142 0.0615
H 3.3126 1.2638 -1.1633
H 1.3273 -0.1526 2.2120
H 1.0333 -1.4628 1.0549
H 2.6980 -0.8876 1.4983

96
Properties=species:S:1:pos:R:3 method="wB97M-V/def2-TZVPD" orbital_gap_ev=7.154 lumo_ev=0.437
C -1.7861 2.8262 -0.8015
C -2.4771 3.2752 -2.1435
C -3.9831 2.9442 -2.1925
C -1.7871 2.6442 -3.3935
C -0.2271 3.0992 -3.3915
C -0.1331 4.5782 -3.6385
C -1.0051 5.4042 -2.6305
C -0.1821 5.6712 -1.3875
C -1.3131 6.8062 -3.1965
N -2.2031 4.7072 -2.2675
O -3.1281 5.4182 -1.7625
H -1.8091 3.5962 -0.0135
H -0.6511 2.7652 -0.9205
H -2.1141 1.9092 -0.3725
H -4.5161 3.3902 -1.3945
H -4.2311 1.8862 -1.9775
H -4.5011 3.3202 -3.1015
H -1.7801 1.5672 -3.3215
H -2.2411 2.9662 -4.4025
H 0.3999 2.8022 -2.5735
H 0.1479 2.4672 -4.2685
H 0.9929 4.6992 -3.5925
H -0.4831 4.7202 -4.6915
H -0.6331 6.3722 -0.7105
H 0.8219 6.0822 -1.5515
H 0.0669 4.7902 -0.8405
H -1.7721 6.7342 -4.2245
H -0.4151 7.3432 -3.1865
H -1.8971 7.3242 -2.5455
H -2.8001 6.1672 -1.3595
C 1.4969 -5.9208 3.4185
C 1.6919 -5.0828 2.1675
C 0.2929 -5.1248 1.3475
C 2.9689 -5.5818 1.3945
C 3.5199 -4.6898 0.2735
C 3.1479 -3.2228 0.4615
C 3.0739 -2.8388 1.9215
C 4.4039 -2.9118 2.8605
C 2.6949 -1.4088 1.9275
N 1.9689 -3.6228 2.5585
O 1.5529 -3.2018 3.6265
H 1.3139 -6.9188 3.2695
H 0.7959 -5.4888 4.1485
H 2.4229 -6.0008 3.9365
H -0.0531 -6.1288 1.0455
H 0.4739 -4.4948 0.4325
H -0.5411 -4.8108 1.8105
H 3.8229 -5.5878 2.0265
H 2.9359 -6.6328 1.1895
H 4.6089 -4.6588 0.1965
H 3.1029 -5.0088 -0.6245
H 3.7259 -2.5448 -0.1315
H 2.2239 -3.1508 -0.0965
H 4.4109 -2.2618 3.7225
H 5.3039 -2.7078 2.2295
H 4.5589 -3.8748 3.2745
H 3.4439 -0.8128 1.4505
H 2.5759 -1.0458 2.8875
H 1.8279 -1.1588 1.3315
H 2.0289 -3.6908 4.2695
C -0.5601 0.5942 1.8445
C -0.3371 -0.5398 2.7925
O -0.5941 -1.8388 2.3115
H -0.4091 1.5782 2.3675
H -1.5521 0.5962 1.3515
H 0.1739 0.4012 1.1325
H -1.1011 -0.4058 3.5605
H 0.6309 -0.4198 3.3605
H -0.0301 -2.4238 2.8145
C -5.4831 0.7922 0.6135
C -4.6131 -0.3938 1.0065
O -4.0201 -0.8388 -0.1865
H -5.9651 1.1412 1.4865
H -6.2931 0.5162 -0.0365
H -5.0321 1.7042 0.1235
H -5.1811 -1.1518 1.5465
H -3.8731 -0.1338 1.7155
H -3.2181 -1.3088 0.0965
C -1.0981 -0.8088 -1.4435
C -0.9151 -2.1658 -0.9055
O -1.8631 -2.4578 0.0435
H -1.9641 -0.7528 -2.1775
H -0.3201 -0.2188 -1.9275
H -1.1851 -0.2328 -0.5385
H 0.0809 -2.2928 -0.4585
H -0.8931 -2.7328 -1.8165
H -1.5861 -2.4588 0.9515
C 1.9729 0.7582 -0.9265
C 3.3959 1.1952 -0.4395
O 4.4139 0.3432 -0.8605
H 1.7359 1.1972 -1.9225
H 1.3109 1.2612 -0.2675
H 1.8279 -0.2948 -1.0525
H 3.4459 1.2292 0.6585
H 3.6329 2.2572 -0.7845
H 5.3119 0.6152 -0.5075

21
Properties=species:S:1:pos:R:3 method="wB97M-V/def2-TZVPD" orbital_gap_ev=8.811 lumo_ev=0.416
C -1.7007 -1.4158 -0.4465
C -0.7824 -0.2334 -0.7835
C -1.4054 0.8448 -1.4940
C 0.0937 1.5330 0.8581
C 0.3902 0.1789 0.1592
C 0.5602 -0.8305 1.2887
C 1.6873 0.2888 -0.6628
H -1.1832 -2.3821 -0.3675
H -2.4813 -1.5069 -1.2167
H -2.1807 -1.1918 0.5080
H -0.3793 -0.5022 -1.8222
H -0.5928 1.6054 -1.5943
H -0.1337 2.3912 0.2121
H 0.9932 1.7990 1.4158
H -0.7235 1.4415 1.5842
H 1.3391 -0.4709 1.9648
H 0.8370 -1.8262 0.9270
H -0.3686 -0.9068 1.8659
H 1.5205 0.8245 -1.6063
H 2.4653 0.8320 -0.1150
H 2.0798 -0.7087 -0.8956

66
Properties=species:S:1:pos:R:3 method="wB97M-V/def2-TZVPD" orbital_gap_ev=6.430 lumo_ev=-0.656
Ca -0.0433 0.0697 -0.1030
S 5.8342 1.2552 -1.0482
C 7.5228 1.3288 -1.2291
C 8.1165 0.1522 -0.8875
C 7.1655 -0.8308 -0.4884
C 5.8790 -0.3776 -0.5368
C 4.6378 -1.1098 -0.1841
C 3.3733 -0.5162 -0.3697
N 2.2316 -1.0779 -0.0345
C 2.2812 -2.3168 0.5319
C 3.4673 -3.0224 0.6875
C 3.4414 -4.3721 1.2047
C 2.2800 -4.9618 1.5330
C 1.0318 -4.2437 1.4177
C -0.2040 -4.8210 1.7467
C -1.3639 -4.1032 1.6215
C -1.2347 -2.7637 1.2207
N -0.0925 -2.1794 0.9278
C 1.0376 -2.9266 0.9710
C -2.7014 -4.6834 1.8816
C -3.0288 -6.0033 1.9859
C -4.4211 -6.2114 2.2073
C -5.1135 -5.0402 2.2574
S -4.0844 -3.6967 2.0884
C 4.6610 -2.3788 0.3250
H 7.9930 2.2366 -1.5723
H 9.1835 -0.0137 -0.9246
H 7.4350 -1.8345 -0.1873
H 3.2754 0.4647 -0.8296
H 4.3798 -4.9046 1.3051
H 2.2643 -5.9813 1.8990
H -0.2271 -5.8479 2.0960
H -2.1233 -2.1455 1.1228
H -2.3106 -6.8054 1.8745
H -4.8825 -7.1838 2.3014
H -6.1731 -4.8984 2.3998
H 5.5990 -2.9055 0.4630
O 0.8878 1.2032 1.4956
N 1.4693 2.3927 1.3946
C 1.8553 2.9711 2.5614
C 2.4393 4.1995 2.5906
C 2.6348 4.8641 1.3740
C 2.2411 4.2663 0.2099
C 1.6360 2.9873 0.1714
S 1.1369 2.2293 -1.3025
H 1.6502 2.3565 3.4236
H 2.7337 4.6217 3.5400
H 3.0916 5.8452 1.3466
H 2.3775 4.7553 -0.7449
Cl -3.6300 -2.9918 -1.8942
C -3.9228 -1.3793 -1.3065
C -5.2580 -0.9476 -1.1517
C -5.5409 0.2991 -0.7013
Cl -7.2052 0.8106 -0.5505
C -4.4907 1.1798 -0.3267
C -4.6842 2.4899 0.1679
C -3.6106 3.2379 0.5453
C -2.3255 2.6698 0.4724
N -2.1067 1.4641 0.0164
C -3.1683 0.7237 -0.4423
C -2.8382 -0.5638 -1.0381
O -1.6045 -0.8893 -1.2375
H -6.0619 -1.6247 -1.4093
H -5.6867 2.8900 0.2417
H -3.7325 4.2470 0.9146
H -1.4536 3.2178 0.8145

14
Properties=species:S:1:pos:R:3 method="wB97M-V/def2-TZVPD" s2=2.07 orbital_gap_ev="8.766 / 8.057" multiplicity=3 lumo_ev="0.692 / -1.259"
C 0.4999 0.4705 1.2806
C 1.5338 0.9813 2.0128
C 0.4097 0.2127 -0.1444
C -0.9180 -0.3095 -0.6813
N 2.5304 1.7544 1.5700
N 1.4750 0.0385 -0.8673
O 1.2285 -0.3098 -2.2105
O 3.5725 1.8364 2.1895
H -0.3810 -0.0560 1.8220
H 1.4102 0.7009 3.0776
H -1.9096 -0.0465 -0.1689
H -1.0785 0.0055 -1.8242
H -0.8160 -1.3662 -0.8971
H 1.9301 -0.9095 -2.3741

Ordered relative energy (zero: lowest compared OMol25 entry of this formula, charge and spin) results: 53.9; 63.6; 128.1; 94.8; 0.0; 58.9; unit kcal/mol.
Ordered strongest force on any atom results: 0.55; 4.63; 12.21; 0.70; 1.08; 3.64; unit eV/A.